A single C5H8O2 molecule in a non-equilibrium geometry, computed with ωB97M-V/def2-TZVPD.

Properties
Orbital gap, Eh: 0.33705
E_tot, Ha: -345.6375
Structure (SMILES): C[C@]12CO[C@H]1[C@H]2O
ΔE to the lowest compared entry with this formula, charge and spin, eV: 4.556
E_LUMO, eV: 0.80
Charge: 0

Last column: natural (NBO) charge in e.
Geometry (Å):
C1 -1.31308 1.18104 -0.32389  -0.63
C2 -0.19357 0.22253 -0.02807  -0.03
C3 0.10780 -0.40518 1.31679  -0.08
O1 1.50526 -0.60374 1.07689  -0.54
C4 1.55178 0.15307 -0.13960  -0.03
C5 0.54080 -0.54798 -1.03161  0.04
O2 0.46630 -1.93333 -0.99988  -0.70
H1 -1.47752 1.94655 0.44344  0.22
H2 -1.19999 1.67882 -1.29300  0.23
H3 -2.22329 0.56690 -0.38465  0.24
H4 -0.45488 -1.32810 1.48911  0.18
H5 0.00086 0.27253 2.17216  0.19
H6 1.12550 1.18994 0.03296  0.24
H7 0.51935 -0.15965 -2.04711  0.20
H8 1.04465 -2.23341 -0.28354  0.48

Cartesian forces, eV/Å:
0.101 -0.023 0.015
-0.716 -0.705 -0.107
-0.347 -0.156 0.207
-0.052 0.108 0.106
-0.760 0.559 0.039
-0.420 0.212 -0.238
0.471 -0.209 -0.069
0.165 -0.156 -0.067
0.080 -0.121 0.157
0.072 0.186 -0.002
0.077 -0.077 0.267
-0.147 -0.025 -0.183
1.644 0.431 -0.161
-0.169 -0.028 0.095
0.002 0.005 -0.058